This record from OMol25 describes the molecule C6H4INO5 at a distorted geometry. The level of theory is ωB97M-V/def2-TZVPD.

```
17
Properties=species:S:1:pos:R:3:forces:R:3:lowdin_charge:R:1
N -2.6135 -0.7890 3.4768 9.5085 4.7867 -5.5574 0.140
C -1.5993 -0.2539 2.8293 -7.3800 -2.2763 1.5773 -0.108
O -0.8627 0.4546 1.7413 -1.6564 -3.3556 1.5499 -0.035
C -0.2858 -0.5762 0.8533 1.6127 -2.9405 1.4686 -0.231
O -1.1739 -1.2328 -0.1476 3.0773 -0.0363 -2.0398 -0.015
C -0.2623 -1.7682 -1.2027 -0.4490 -2.0550 -3.8013 -0.228
O -0.5565 -2.4200 -2.3340 1.8170 4.7608 8.5630 0.049
O 1.1434 -1.4690 -0.8037 -3.1424 -0.0211 0.2879 -0.025
C 1.1231 -0.2873 0.0693 -1.5692 1.4958 -0.1621 -0.170
C 1.2584 0.9701 -0.9721 0.5256 0.6988 -0.0482 -0.096
C -0.0061 2.0129 -0.9767 1.8182 6.3439 3.8085 -0.655
O 0.1210 3.2000 -0.3239 -0.7997 -8.0493 -4.3390 -0.133
I -1.9153 1.6514 -2.0065 1.4698 0.0607 0.6381 0.844
H -0.0243 -1.4692 1.6017 -0.3571 1.8740 -1.6944 0.185
H 1.9393 -0.1387 0.8924 -1.2704 -1.1638 -1.8410 0.184
H 2.2194 1.5945 -0.6538 -2.3303 -1.0964 -0.6554 0.143
H 1.4952 0.5209 -2.0429 -0.8745 0.9735 2.2452 0.151
```
Forces are in eV/Å.

Summary:
HOMO = -10.26 eV
gap between HOMO and LUMO = 9.22 eV
SMILES string = N#CO[C@H]1OC(=O)O[C@H]1CC(=O)I
E_tot = -959.41542 Ha

This record from OMol25 describes a cluster of 3 separate species, C35H58Br2F6N4O6PS2 in total at a distorted geometry. The level of theory is ωB97M-V/def2-TZVPD.

```
114
Properties=species:S:1:pos:R:3:forces:R:3:lowdin_charge:R:1
C -2.8785 0.9929 -4.2087 -0.5498 0.3257 -0.1765 -0.111
C -3.0854 1.9083 -2.9784 0.2281 -0.2039 -0.3226 -0.239
C -1.8992 1.8293 -1.9557 -1.1514 -0.8075 -0.4510 -0.171
C -2.4624 1.2933 -0.6106 -0.0213 0.7490 -0.1183 -0.205
N -1.6725 1.6319 0.5915 0.7409 -0.5288 -0.8280 -0.014
C -0.6651 0.6664 0.9468 1.4792 -0.8541 0.0871 -0.313
C 0.2833 0.1252 -0.1673 -2.2059 -0.1399 1.1992 -0.049
N 0.9579 -1.0740 0.4840 0.7625 0.4957 -2.7828 -0.021
C 1.3119 -1.9269 -0.7180 0.8525 -0.4990 -0.9395 -0.131
C 2.5333 -2.8390 -0.5661 0.3678 0.4763 -0.1998 -0.277
C 2.8137 -3.5560 -1.9298 -0.7405 0.7520 1.1692 -0.439
S 4.0673 -2.6538 -2.9019 -0.0048 0.0719 -0.2543 0.885
C 3.2174 -1.6587 -4.1482 -0.1194 -0.2560 -0.7776 -1.092
S 3.6068 -1.9454 -5.6955 0.0482 0.0372 0.2348 0.771
N 2.2962 -0.6341 -3.7840 0.0908 -0.8412 0.6131 -0.258
C 1.0416 -0.6585 -4.5561 -0.5513 0.2865 0.5020 -0.258
C 0.3877 -2.0513 -4.6754 0.2044 0.3094 -0.8716 -0.072
C 2.9298 0.6904 -3.7843 -0.5180 1.0002 0.7703 -0.217
C 2.1585 1.7254 -2.9024 -0.0735 0.0321 -0.3392 -0.062
C 0.1758 -1.5836 1.6809 -0.4649 0.3674 1.4964 -0.328
C -0.2426 -3.0714 1.8571 -0.2712 -0.9338 -0.5751 -0.065
C -0.8599 -3.8546 0.6866 0.3678 -0.2163 -0.6677 -0.160
C -0.0226 -4.6959 -0.0651 0.3991 -0.1429 0.2423 -0.071
C -0.4781 -5.4403 -1.1254 -0.0060 -0.7075 -1.0817 -0.083
C -1.8110 -5.4080 -1.5216 -0.2613 0.4161 0.3364 -0.059
C -2.6637 -4.6241 -0.7690 -0.1006 -0.0692 -0.3118 -0.045
C -2.2099 -3.8650 0.3105 -0.6373 0.8614 0.6411 -0.209
C -3.2835 -3.0831 1.0686 0.1506 -1.0904 -0.1695 -0.038
C 1.1363 -1.1923 2.8770 -0.8867 -0.4710 0.8037 -0.571
Br 2.8363 -2.1535 2.7176 0.1638 0.6654 -1.7006 0.776
C 0.5802 -1.4608 4.3409 1.1401 0.7524 0.9401 -0.656
C 0.3076 -0.1307 5.1182 0.2173 0.0019 -0.2949 -0.152
Br 1.9765 -2.3511 5.4755 -1.0592 -0.2275 0.7715 0.644
C -1.1644 -0.7411 1.5261 2.7195 1.7214 0.5132 -0.163
P -2.2535 -0.2383 2.9219 -4.2918 0.9635 -1.7288 0.553
N -3.6823 0.0526 2.3418 0.5883 -0.5162 -0.2609 -0.131
O -1.7869 1.1709 3.5239 1.1325 -1.0126 0.7080 -0.156
O -2.4637 -1.3518 4.0671 1.4640 0.4917 0.2006 -0.157
H -3.5699 1.2832 -5.0160 0.1888 -0.0862 0.2614 0.076
H -3.1459 -0.0455 -3.9564 0.4221 0.2110 -0.0696 0.074
H -1.8689 1.0555 -4.6382 -0.1775 -0.0941 0.2605 0.062
H -4.0242 1.5747 -2.5081 0.3090 0.2214 0.0270 0.101
H -3.2635 2.9438 -3.2973 0.1683 -0.2355 0.0826 0.108
H -1.2125 1.0822 -2.3874 0.1930 0.4609 0.2793 0.070
H -1.3954 2.8010 -1.8726 -0.0828 -0.2640 0.1936 0.118
H -3.4608 1.7334 -0.4653 0.2688 -0.2161 0.0267 0.115
H -2.5996 0.2028 -0.7127 -0.0274 0.3020 0.2059 0.118
H -1.1495 2.4797 0.3766 -0.4141 0.1330 0.2408 0.115
H 0.0346 1.1639 1.6419 -0.6215 -0.1879 0.2419 0.146
H 1.0122 0.8708 -0.4911 -0.0604 -0.4701 -0.2319 0.135
H -0.3597 -0.3200 -0.9381 0.5023 0.5715 -0.2826 0.124
H 1.8643 -0.6423 0.6940 -0.0144 -0.8253 1.0359 0.144
H 1.6143 -1.2027 -1.4995 -0.1075 -0.1314 0.3241 0.114
H 0.4374 -2.4211 -1.1642 0.0094 0.0501 0.7666 0.134
H 3.3987 -2.1740 -0.4004 -0.2450 -0.2735 0.1968 0.077
H 2.5103 -3.5160 0.2916 -0.2370 0.0414 -0.3449 0.051
H 3.1944 -4.5563 -1.6912 0.1377 0.2601 -0.5071 0.086
H 1.8577 -3.6559 -2.4592 0.4314 -0.1840 -0.1732 0.060
H 1.1793 -0.1623 -5.5325 -0.0423 -0.3618 0.1029 0.117
H 0.3279 -0.0294 -3.9942 0.3789 -0.0109 -0.1462 0.086
H 0.6582 -2.4897 -5.6455 -0.0370 -0.0989 0.3590 0.068
H 0.7012 -2.7523 -3.8933 -0.1624 0.2770 -0.0687 0.052
H -0.7057 -1.9448 -4.6816 0.2955 -0.0801 0.1682 0.074
H 2.9317 1.0976 -4.8095 0.4505 -0.3788 0.1311 0.118
H 3.9427 0.6380 -3.3643 -0.1733 -0.3111 -0.4850 0.116
H 1.2459 1.2913 -2.4702 0.3531 0.0590 -0.1029 0.025
H 1.8225 2.5722 -3.5175 0.1099 -0.1858 0.1942 0.082
H 2.8047 2.1385 -2.1137 -0.2447 -0.2261 -0.1537 0.061
H 0.5724 -3.6969 2.2528 -0.0106 0.4543 -0.2317 0.111
H -1.0033 -3.0849 2.6538 0.3382 0.3865 -0.1427 0.113
H 1.0372 -4.8168 0.1554 -0.3351 0.1857 0.2866 0.104
H 0.1985 -6.0766 -1.7013 0.0013 0.2142 0.3499 0.115
H -2.2095 -5.9574 -2.3719 0.3209 -0.0283 0.1869 0.114
H -3.7256 -4.5902 -1.0231 0.2759 0.0193 0.1411 0.123
H -4.1576 -3.7461 1.1660 0.2200 0.2834 0.0767 0.098
H -3.6344 -2.2062 0.5137 0.2280 -0.0012 0.3448 0.076
H -2.9278 -2.8623 2.0764 -0.3810 0.3718 -0.2267 0.049
H 1.3520 -0.1199 2.7738 0.2113 -0.3736 0.2354 0.090
H -0.2519 -2.1590 4.4192 0.1416 0.2215 -0.4000 0.057
H 0.4735 0.7324 4.4573 -0.4216 -0.1974 0.2158 0.069
H 1.0206 -0.0006 5.9391 -0.2128 -0.1669 -0.2286 0.046
H -0.6967 -0.1086 5.5520 0.2199 0.0668 -0.2761 0.073
H -1.6012 -1.1779 0.6174 -0.9607 -0.2992 0.9800 0.114
H -3.7238 -0.1181 1.3444 -0.4262 0.0851 0.1211 -0.036
H -2.4399 1.8367 3.2261 -0.1528 -0.2042 -0.2111 0.063
H -3.3780 -1.2137 4.3763 0.0428 -0.1083 -0.1814 0.104
C 6.5775 -0.0646 0.0128 -0.0600 0.0224 -0.3528 -0.058
C 6.7018 1.1917 0.8469 -0.0967 -0.6046 0.3624 -0.193
O 7.2049 2.2851 0.0610 -0.0280 0.3728 -0.1680 0.045
C 6.3225 2.8716 -0.7370 -0.1212 -0.5710 0.5468 -0.387
O 5.1676 2.5626 -0.8443 0.0220 0.2633 -0.2315 0.142
C 6.9781 4.0398 -1.4843 0.4672 0.7264 -0.6033 -0.544
F 8.1547 3.6884 -2.0146 -0.1225 -0.2045 0.1382 0.173
F 7.2001 5.0692 -0.6568 -0.1392 -0.2142 0.1661 0.173
F 6.2064 4.4795 -2.4778 -0.1684 -0.2378 0.1801 0.172
H 7.5300 -0.3113 -0.4574 0.0347 -0.0331 0.1296 0.090
H 6.2608 -0.9066 0.6293 0.0459 0.0370 0.0540 0.079
H 5.8501 0.0661 -0.7895 -0.0617 -0.0149 0.0705 0.063
H 7.4179 1.0345 1.6511 0.1534 0.2391 -0.1313 0.129
H 5.7527 1.4651 1.3098 -0.0158 0.1380 -0.1774 0.123
C -6.0401 4.6967 5.1239 0.3695 0.0980 -0.0222 -0.057
C -6.4900 4.4516 3.6994 -0.5074 -0.1847 0.5631 -0.185
O -5.5550 5.0089 2.7514 0.2492 0.0221 -0.3426 0.047
C -4.4547 4.3103 2.5372 -0.7278 -0.2264 0.4615 -0.387
O -4.1716 3.2659 3.0559 0.4575 0.0845 -0.1565 0.146
C -3.5821 5.0046 1.4856 0.4389 0.6244 -0.5595 -0.537
F -3.4337 6.3091 1.7331 -0.1024 -0.1559 0.2048 0.178
F -4.1061 4.8967 0.2545 -0.1614 -0.2476 0.1815 0.165
F -2.3648 4.4593 1.4493 0.0440 -0.1485 0.1208 0.154
H -5.8771 5.7617 5.2944 -0.1413 0.0029 0.0049 0.087
H -6.7899 4.3367 5.8274 -0.0348 0.0120 -0.0576 0.087
H -5.0988 4.1895 5.3348 -0.0711 -0.0979 -0.0048 0.075
H -7.4387 4.9534 3.5199 0.1614 0.1512 -0.2320 0.128
H -6.6421 3.3906 3.5000 0.2431 0.0126 -0.0942 0.129
```
Forces are in eV/Å.

Summary:
net charge = +1
HOMO = -10.69 eV
gap between HOMO and LUMO = 7.98 eV
E_tot = -8923.60755 Ha

This record from OMol25 describes the molecule C4H5NO. The level of theory is ωB97M-V/def2-TZVPD.

```
11
Properties=species:S:1:pos:R:3:forces:R:3:lowdin_charge:R:1
O 0.8512 1.2152 0.0416 0.0406 0.0255 -0.2420 -0.006
C 0.7067 0.4397 1.1770 -0.1706 -0.1855 0.1094 -0.175
N 0.2721 -0.7978 0.9982 -0.0796 0.1464 0.0137 -0.065
C 0.0960 -1.4198 -0.1702 0.1867 -0.3718 0.0461 -0.044
C -0.1829 1.2599 -0.7829 -0.1620 0.5566 -0.3335 -0.260
C -1.0231 1.4440 -1.6232 0.3600 -0.0875 0.3826 0.126
H 0.9883 0.8662 2.1249 -0.0837 -0.0990 -0.1557 0.119
H -0.0104 -1.2847 1.8443 -0.0629 0.1232 -0.1300 0.162
H 0.6709 -1.0889 -1.0194 -0.3517 0.1457 0.0017 0.064
H -0.5987 -2.2388 -0.2235 0.2263 -0.1722 0.1396 0.052
H -1.7702 1.6050 -2.3668 0.0969 -0.0814 0.1681 0.028
```
Forces are in eV/Å.

Summary:
ΔE to the lowest compared entry with this formula, charge and spin = 5.437 eV
HOMO = -6.84 eV
gap between HOMO and LUMO = 7.69 eV
E_tot = -285.21479 Ha